50
Properties=species:S:1:pos:R:3:forces:R:3 method="wB97M-V/def2-TZVPD" total_energy_ev=-42582.6906 total_charge=+1
N -0.1335 0.7625 -0.5314 -2.845 -2.085 2.173
S -0.1101 -0.6627 1.5918 0.964 -0.564 2.171
C 0.5980 0.4606 0.5467 2.004 -0.083 -2.723
C -1.3976 0.0843 -0.3356 2.343 2.233 -2.264
C -4.4902 0.8245 -3.1929 1.733 0.158 2.444
C 4.2552 0.5215 -3.0014 -2.193 0.274 -1.097
C 3.9678 2.4592 3.7035 -0.701 1.164 1.352
C -3.8742 -4.1951 1.5578 -1.824 -0.760 -1.490
C -4.7998 0.7802 -1.7934 1.338 0.366 -0.624
C -3.1326 0.6777 -3.6437 -3.558 0.449 -0.459
C 3.3577 -0.5541 -2.6358 2.622 2.955 0.106
C 4.2575 1.7189 -2.2326 1.054 -3.147 -1.113
C 2.6021 2.6669 3.5890 0.531 0.062 0.365
C 4.5738 1.5193 2.9781 1.976 -1.426 -0.675
C -3.1188 -3.6316 2.5653 0.170 0.846 -2.290
C -4.0029 -3.6013 0.2674 2.283 0.637 0.369
C -3.7312 0.6235 -0.9318 -0.541 -1.326 2.349
C -2.1976 0.4918 -2.6502 0.647 -0.732 -2.198
C 2.6702 -0.4272 -1.4515 0.906 1.819 -0.297
C 3.7216 1.7180 -0.9602 -2.689 1.112 -0.408
C 1.8465 1.9680 2.6779 0.023 0.702 -1.194
C 3.8992 0.8703 2.0284 -2.093 -0.896 -2.258
C -2.3659 -2.5410 2.1675 0.780 3.718 2.220
C -3.1068 -2.5019 -0.0902 -1.258 -0.583 -0.125
C -2.4263 0.3576 -1.3253 -1.757 0.683 0.921
C 2.7334 0.7396 -0.6429 1.591 -1.119 -0.870
C 2.5577 1.1954 1.7562 0.429 -0.794 1.243
C -2.3570 -1.8741 0.9279 -1.590 -2.721 -0.567
N 1.9856 0.6722 0.5818 -1.984 0.607 0.114
N -1.5213 -0.7147 0.7117 0.206 -0.147 -0.403
H -5.2723 1.1508 -3.7884 -1.248 0.029 -1.653
H 4.6566 0.5612 -4.0621 -0.178 -0.257 1.623
H 4.6421 2.9479 4.3502 -0.063 1.129 1.027
H -4.4742 -5.1154 1.7505 0.425 0.949 -0.070
H -5.7597 0.9296 -1.2818 0.167 0.000 -1.008
H -3.0166 0.6969 -4.7869 0.552 -0.001 2.169
H 3.3687 -1.4225 -3.2390 -0.324 -0.840 -0.325
H 4.8093 2.5137 -2.6876 0.239 0.683 0.445
H 2.0957 3.4393 4.1120 -0.136 0.452 0.783
H 5.6156 1.2375 3.0168 0.216 0.425 0.648
H -3.2195 -3.9445 3.5687 0.371 -0.334 0.839
H -4.6785 -4.0513 -0.4884 0.731 0.420 0.566
H -3.9013 0.5338 0.1633 -0.265 0.331 -0.780
H -1.2596 0.2614 -2.9927 2.542 -0.222 -0.702
H 2.1751 -1.2847 -1.1686 -1.606 -1.452 1.024
H 3.7697 2.7084 -0.5097 -0.096 -0.491 0.795
H 0.7994 2.2947 2.5844 0.466 -0.546 -0.297
H 4.3955 0.1510 1.4005 0.051 -0.111 -0.238
H -1.9485 -1.8564 2.9738 -0.137 -1.361 -0.600
H -3.0573 -2.1594 -1.1468 -0.272 -0.203 0.980